The following is a quantum chemistry calculation of an isolated molecule of C4H9N3S in a non-equilibrium geometry, from the Open Molecules 2025 dataset.

Properties
Frontier orbital gap: 9.228 eV
Energy relative to the best compared isomer or geometry (same formula, charge and spin): 62.51 kJ/mol
LUMO level: 0.81 eV
SMILES string: CNN1CCNC1=S

Structure (ORCA input):
```
! RIJCOSX wB97M-V def2-TZVPD def2/J DEFGRID3
* xyz 0 1
C 1.634 -1.512 -1.099
N 1.148 -0.136 -1.122
N 0.139 0.058 -0.181
C 0.347 1.010 0.890
C -1.009 0.977 1.605
N -1.880 0.633 0.479
C -1.191 -0.023 -0.503
S -1.838 -0.742 -1.850
H 0.821 -2.264 -1.228
H 2.370 -1.595 -1.882
H 2.125 -1.716 -0.127
H 0.718 0.042 -2.028
H 1.196 0.685 1.549
H 0.590 2.016 0.499
H -1.023 0.197 2.383
H -1.272 1.948 2.040
H -2.874 0.421 0.576
*
```

***

The following is a quantum chemistry calculation of a cluster of 11 separate species, C66H154 in total in a non-equilibrium geometry, from the Open Molecules 2025 dataset.

Properties
Frontier orbital gap: 11.248 eV
Energy relative to the best compared isomer or geometry (same formula, charge and spin): 105.19 kJ/mol
LUMO level: 0.73 eV
SMILES string: CCCCCC.CCCCCC.CCCCCC.CCCCCC.CCCCCC.CCCCCC.CCCCCC.CCCCCC.CCCCCC.CCCCCC.CCCCCC

Structure (ORCA input):
```
! RIJCOSX wB97M-V def2-TZVPD def2/J DEFGRID3
* xyz 0 1
C -1.267 -4.972 -0.087
C -2.298 -3.900 0.309
C -3.735 -4.312 -0.043
C -4.768 -3.433 0.607
C -6.180 -3.756 -0.009
C -7.350 -2.976 0.509
H -0.251 -4.733 0.227
H -1.296 -5.145 -1.163
H -1.466 -5.916 0.420
H -2.174 -3.664 1.366
H -2.036 -2.965 -0.186
H -3.923 -5.354 0.215
H -3.864 -4.358 -1.124
H -4.769 -3.498 1.695
H -4.493 -2.393 0.434
H -6.191 -3.725 -1.099
H -6.445 -4.789 0.215
H -7.700 -3.385 1.457
H -7.071 -1.947 0.737
H -8.117 -2.912 -0.263
C -3.147 -4.804 -8.519
C -2.050 -3.819 -8.131
C -2.058 -3.259 -6.679
C -1.829 -4.349 -5.601
C -1.901 -3.916 -4.100
C -0.733 -3.030 -3.663
H -3.017 -5.154 -9.543
H -4.141 -4.390 -8.353
H -3.201 -5.684 -7.877
H -1.076 -4.184 -8.458
H -2.103 -2.954 -8.792
H -2.978 -2.746 -6.401
H -1.265 -2.551 -6.438
H -2.673 -5.034 -5.685
H -0.862 -4.818 -5.785
H -2.854 -3.399 -3.991
H -1.967 -4.795 -3.460
H 0.266 -3.439 -3.810
H -0.749 -2.082 -4.201
H -0.703 -2.778 -2.603
C 4.092 -2.082 -1.216
C 4.053 -3.520 -1.798
C 5.385 -3.864 -2.512
C 5.658 -5.311 -2.706
C 7.042 -5.584 -3.334
C 7.451 -7.052 -3.429
H 3.181 -1.890 -0.649
H 4.281 -1.309 -1.961
H 4.914 -2.023 -0.504
H 3.859 -4.164 -0.941
H 3.167 -3.652 -2.419
H 6.251 -3.528 -1.942
H 5.389 -3.363 -3.480
H 5.625 -5.975 -1.843
H 4.867 -5.684 -3.357
H 6.999 -5.165 -4.339
H 7.819 -4.996 -2.845
H 7.608 -7.546 -2.470
H 6.755 -7.700 -3.963
H 8.344 -7.084 -4.054
C 0.599 4.285 2.494
C 0.493 5.256 1.334
C 0.321 4.568 -0.016
C 0.251 5.409 -1.242
C -0.110 4.682 -2.553
C 0.098 5.523 -3.823
H 1.471 3.646 2.353
H -0.168 3.510 2.500
H 0.546 4.735 3.485
H -0.399 5.864 1.487
H 1.368 5.904 1.290
H -0.548 3.914 0.047
H 1.164 3.883 -0.105
H -0.415 6.266 -1.146
H 1.245 5.856 -1.263
H 0.357 3.706 -2.681
H -1.171 4.453 -2.451
H -0.172 5.050 -4.767
H -0.401 6.488 -3.727
H 1.165 5.700 -3.959
C -1.947 2.052 -5.110
C -3.232 1.178 -5.144
C -3.500 0.351 -3.869
C -4.851 -0.437 -3.941
C -5.293 -1.174 -2.704
C -5.679 -0.318 -1.554
H -1.787 2.662 -5.999
H -1.035 1.468 -4.988
H -2.060 2.681 -4.227
H -4.106 1.795 -5.356
H -3.266 0.539 -6.026
H -3.735 1.041 -3.058
H -2.681 -0.298 -3.559
H -5.676 0.194 -4.272
H -4.657 -1.180 -4.715
H -6.158 -1.768 -3.000
H -4.520 -1.837 -2.317
H -4.903 0.391 -1.265
H -6.547 0.327 -1.693
H -5.775 -1.016 -0.723
C 3.857 -0.418 -5.027
C 3.222 -1.863 -5.099
C 2.739 -2.227 -6.508
C 3.722 -3.130 -7.362
C 3.166 -3.372 -8.821
C 3.973 -4.383 -9.623
H 4.799 -0.343 -5.569
H 4.071 -0.258 -3.970
H 3.133 0.343 -5.321
H 3.896 -2.642 -4.741
H 2.364 -1.786 -4.432
H 2.669 -1.266 -7.019
H 1.757 -2.689 -6.409
H 4.638 -2.541 -7.423
H 3.944 -4.105 -6.929
H 2.134 -3.714 -8.741
H 3.086 -2.459 -9.411
H 4.992 -4.139 -9.924
H 4.012 -5.358 -9.138
H 3.468 -4.587 -10.568
C 2.055 2.888 10.051
C 3.514 2.660 9.665
C 3.791 2.620 8.116
C 2.912 1.552 7.408
C 3.311 1.279 5.937
C 3.023 2.483 4.990
H 1.393 2.062 9.793
H 1.608 3.656 9.420
H 1.845 3.136 11.092
H 4.135 3.416 10.147
H 3.888 1.764 10.160
H 4.830 2.340 7.942
H 3.647 3.593 7.647
H 3.082 0.648 7.992
H 1.843 1.747 7.494
H 4.369 1.017 5.901
H 2.856 0.348 5.598
H 3.655 2.401 4.105
H 1.983 2.338 4.699
H 3.172 3.439 5.492
C -3.899 5.348 4.031
C -2.609 4.543 4.127
C -2.845 3.049 4.362
C -3.481 2.312 3.171
C -4.066 0.929 3.418
C -4.483 0.311 2.085
H -4.570 5.105 3.207
H -3.742 6.408 3.832
H -4.477 5.209 4.945
H -2.006 4.703 3.233
H -2.036 5.006 4.930
H -3.588 3.016 5.159
H -1.899 2.674 4.753
H -4.289 2.922 2.766
H -2.831 2.240 2.299
H -3.325 0.301 3.913
H -4.897 0.945 4.124
H -5.355 0.836 1.696
H -3.689 0.479 1.357
H -4.656 -0.764 2.150
C 7.304 4.240 0.068
C 5.857 4.518 0.521
C 4.830 3.524 -0.109
C 4.485 3.973 -1.528
C 3.477 3.073 -2.250
C 3.477 3.286 -3.745
H 7.591 3.239 0.389
H 8.021 4.898 0.558
H 7.373 4.256 -1.019
H 5.784 4.348 1.595
H 5.601 5.574 0.439
H 3.973 3.451 0.561
H 5.311 2.547 -0.161
H 4.015 4.956 -1.559
H 5.387 4.021 -2.137
H 3.645 2.009 -2.087
H 2.475 3.158 -1.829
H 4.489 3.408 -4.132
H 2.957 2.477 -4.256
H 2.948 4.219 -3.937
C -6.830 0.252 10.141
C -5.458 -0.193 9.607
C -4.594 0.979 9.234
C -3.261 0.472 8.624
C -2.460 1.736 8.135
C -0.946 1.468 7.856
H -7.389 -0.597 10.535
H -7.451 0.600 9.315
H -6.784 1.035 10.898
H -4.951 -0.756 10.392
H -5.558 -0.931 8.811
H -4.432 1.622 10.099
H -5.149 1.589 8.521
H -2.712 -0.085 9.383
H -3.384 -0.286 7.851
H -2.850 2.201 7.229
H -2.430 2.515 8.897
H -0.327 1.323 8.741
H -0.713 0.579 7.271
H -0.593 2.283 7.224
C 0.033 -0.092 4.090
C 0.468 -0.646 2.736
C 0.077 0.271 1.599
C 0.652 -0.208 0.266
C 0.353 0.696 -0.919
C 0.984 0.118 -2.195
H -1.037 0.117 4.095
H 0.555 0.847 4.273
H 0.286 -0.720 4.944
H 1.550 -0.774 2.732
H 0.061 -1.652 2.635
H 0.400 1.300 1.757
H -1.004 0.296 1.468
H 1.723 -0.359 0.404
H 0.186 -1.155 -0.006
H -0.709 0.913 -1.028
H 0.760 1.678 -0.676
H 0.746 0.616 -3.135
H 2.072 0.149 -2.246
H 0.711 -0.937 -2.218
*
```

***

Computed DFT total energy (eV) in order:
-19598.9884, -70940.1212